(1)
This record from the Open Molecules 2025 dataset describes a cluster of 3 separate species, C2H12N2O2 in total in a non-equilibrium geometry. The level of theory is ωB97M-V with the def2-TZVPD basis set.

Each line ends with the Löwdin charge.
Element x y z (Å)
N: 1.608 -2.829 0.716  0.02
H: -2.705 2.604 -1.920  0.03
H: 2.327 -3.554 0.508  0.11
H: 2.990 -1.415 -0.153  0.10
C: 1.233 -0.417 0.089  -0.15
C: 2.249 -1.499 0.604  -0.24
H: -2.564 1.182 0.425  0.06
H: 0.555 -0.712 -0.803  0.16
H: -2.054 2.560 0.157  0.08
H: 1.727 0.525 -0.345  0.18
O: -3.001 3.561 -1.810  -0.16
H: 0.171 -0.702 1.947  0.13
H: -3.581 3.818 -2.649  0.11
O: -2.114 1.673 -0.291  -0.09
H: 0.858 -2.942 -0.002  0.09
N: 0.250 -0.084 1.156  0.26
H: 2.659 -1.244 1.670  0.16
H: -0.608 -0.524 0.701  0.15

## Properties
* charge: +1
* F_max: 5.3 eV/Å
* LUMO (spin up / spin down): -3.60 / -9.30 eV
* energy: -9332.92419 eV
* spin multiplicity: 2
* expectation value of S²: 0.756
* Kohn-Sham gap (spin up / spin down): 9.86 / 4.15 eV
* HOMO energy (spin up / spin down): -13.456 / -13.447 eV


(2)
This record from the Open Molecules 2025 dataset describes the ion C2ClFNO3S with charge -1 in a non-equilibrium geometry. The level of theory is ωB97M-V with the def2-TZVPD basis set.

Each line ends with the Löwdin charge.
Element x y z (Å)
O: -2.301 -0.533 -0.022  -0.34
C: 1.651 0.426 0.055  -0.19
O: -0.776 0.505 1.589  -0.39
S: -1.171 0.318 0.172  0.37
C: 0.345 -0.617 -0.380  -0.85
F: 0.525 -0.722 -1.763  -0.06
Cl: 0.485 -2.086 0.518  0.71
N: 2.388 1.180 0.502  0.10
O: -1.146 1.530 -0.671  -0.36

## Properties
* charge: -1
* F_max: 4.5 eV/Å
* LUMO: 3.32 eV
* energy: -35782.41364 eV
* SMILES string: N#C[C@@](F)(Cl)S(=O)(=O)[O-]
* Kohn-Sham gap: 9.23 eV
* HOMO energy: -5.907 eV


(3)
This record from the Open Molecules 2025 dataset describes a structure of composition C19H33CrIN3O4. The level of theory is ωB97M-V with the def2-TZVPD basis set.

Each line ends with the Löwdin charge.
Element x y z (Å)
H: 1.338 -3.102 1.344  0.14
N: -2.250 -0.227 0.101  -0.08
H: -1.853 -2.507 -1.318  0.14
C: -4.925 0.509 -0.257  0.05
H: -2.339 -5.085 -0.384  0.16
H: 3.003 1.174 -0.890  0.15
C: -0.073 -4.756 1.171  -0.02
C: -0.321 1.504 2.424  -0.09
H: 1.090 2.847 1.429  0.15
C: -1.477 -4.579 -0.815  -0.02
N: -0.117 -2.600 -0.089  -0.17
C: 0.267 -3.251 1.201  -0.13
C: 0.058 2.496 1.344  -0.07
H: 2.261 0.406 -3.060  0.17
H: 0.711 -5.343 1.647  0.16
C: 0.947 -4.658 -1.044  -0.02
H: 3.451 -0.435 1.634  0.17
O: 1.952 -0.274 0.183  -0.24
H: -1.968 0.400 -1.857  0.10
H: 1.863 -4.978 -0.551  0.16
H: -2.150 -2.887 0.382  0.06
Cr: -0.149 -0.293 0.092  1.09
N: -0.218 -5.164 -0.260  -0.06
C: 0.832 -3.116 -1.122  -0.11
C: 2.538 0.134 1.444  -0.08
H: -5.962 0.798 -0.380  0.15
C: 1.857 -0.130 -2.201  -0.09
C: -4.001 0.695 -1.280  0.03
H: -0.866 1.665 -2.613  0.13
H: -1.404 1.407 2.481  0.12
H: -0.603 3.363 1.392  0.17
H: -1.008 -4.974 1.686  0.15
C: 1.522 -0.164 2.532  -0.07
O: -0.122 1.804 0.087  -0.23
H: 0.793 1.996 -3.095  0.17
H: 3.637 -0.469 -1.039  0.17
H: -1.498 -4.754 -1.890  0.16
O: 0.180 0.181 2.101  -0.27
I: -2.704 -1.549 2.812  1.21
C: -1.487 -3.074 -0.462  -0.12
C: -3.172 -0.454 1.065  -0.68
C: -2.699 0.312 -1.061  -0.10
H: 2.801 1.193 1.402  0.15
H: -0.222 3.453 -1.190  0.17
H: -5.203 -0.300 1.718  0.12
H: 0.936 -5.096 -2.041  0.16
C: 0.358 2.536 -1.061  -0.07
H: -4.290 1.127 -2.228  0.15
H: 0.043 1.825 3.400  0.17
H: 1.403 2.815 -0.907  0.15
C: -4.502 -0.095 0.920  -0.07
C: 0.167 1.646 -2.275  -0.08
C: 2.721 0.123 -0.979  -0.08
O: 0.484 0.263 -1.956  -0.20
H: 1.828 -1.182 -2.459  0.12
H: 1.781 0.376 3.442  0.17
H: -0.258 -6.186 -0.324  0.22
H: 0.465 -2.812 -2.103  0.14
H: 1.815 -2.686 -0.949  0.12
H: -0.266 -2.785 2.027  0.04
H: 1.494 -1.228 2.766  0.13

## Properties
* charge: +4
* F_max: 0.9 eV/Å
* LUMO (spin up / spin down): -14.48 / -13.41 eV
* energy: -69379.83581 eV
* spin multiplicity: 4
* expectation value of S²: 3.788
* Kohn-Sham gap (spin up / spin down): 6.32 / 7.38 eV
* HOMO energy (spin up / spin down): -20.798 / -20.794 eV